P) Formula: C4H11NOP
Source: OMol25
Level of theory: ωB97M-V/def2-TZVPD

XYZ file:
```
18
Properties=species:S:1:pos:R:3:lowdin_charge:R:1
P -0.641 -0.079 -2.591 0.795
O -1.419 0.328 0.615 -0.024
N 0.181 1.951 2.092 0.153
C 0.534 -1.196 -0.081 -0.200
C 0.719 0.824 1.343 -0.060
C -0.040 -0.035 0.636 -0.290
C -0.272 -1.530 -1.363 -0.487
H 0.617 -2.095 0.509 0.127
H 1.500 -0.811 -0.502 0.131
H -1.255 -2.092 -1.047 0.101
H -0.209 1.791 3.135 0.243
H 0.211 -2.384 -1.889 0.075
H 0.707 0.384 -2.529 -0.105
H 1.783 0.838 1.274 0.125
H -2.140 -0.193 0.083 0.167
H 0.818 2.666 2.432 0.158
H -0.537 2.563 1.610 0.194
H -0.557 -0.928 -3.727 -0.102
```

The calculation puts the frontier orbital gap at 8.93 eV. Its SMILES is [NH3+]/C=C(\O)CCP. The charge is +1.

=====

Q) Formula: C4H11NOP
Source: OMol25
Level of theory: ωB97M-V/def2-TZVPD

XYZ file:
```
18
Properties=species:S:1:pos:R:3:lowdin_charge:R:1
P -3.403 -0.723 -0.328 0.608
O -1.199 2.081 0.440 0.047
N 0.427 0.459 0.645 -0.077
C 1.821 -0.942 -0.204 -0.136
C 1.932 0.520 0.175 -0.022
C -0.545 1.109 -0.183 -0.231
C 0.440 -1.022 0.451 -0.098
H 2.696 -1.463 0.205 0.124
H 2.471 0.593 1.172 0.154
H -0.239 1.205 -1.170 0.119
H 1.893 -1.285 -1.222 0.117
H 0.412 -1.514 1.395 0.119
H -0.516 -1.423 -0.118 0.133
H -1.758 2.604 -0.215 0.174
H 0.255 0.726 1.688 0.240
H -3.363 -0.198 -1.676 -0.206
H 1.991 1.384 -0.632 0.177
H -3.318 -2.112 -0.421 -0.242
```

The calculation puts the frontier orbital gap (alpha / beta) at 7.96 / 8.30 eV. The charge is +1.

=====

Q: Which of them is the least stable? A: Q).

=====

P) Formula: C22H30N4O4
Source: OMol25
Level of theory: ωB97M-V/def2-TZVPD

XYZ file:
```
60
Properties=species:S:1:pos:R:3:lowdin_charge:R:1
O -5.031 1.619 -0.450 0.031
O -1.400 3.976 0.560 0.055
O 0.023 -0.388 1.303 -0.058
O 8.245 0.487 -0.518 0.076
N 1.364 -0.278 1.100 0.127
N -3.523 3.900 -0.205 0.192
N -2.913 0.996 -0.073 0.021
N 6.336 -0.413 0.349 0.127
C -1.519 1.448 1.765 -0.022
C 8.372 -1.666 0.543 -0.164
C 4.612 2.602 -0.926 -0.064
C -4.663 -1.598 -0.818 -0.192
C -2.716 1.979 0.990 -0.156
C -2.456 3.394 0.423 -0.483
C -6.472 -3.995 0.033 -0.115
C -4.267 -0.338 -1.603 -0.094
C -1.733 0.184 -0.278 -0.041
C 4.044 0.234 0.372 0.035
C 3.304 2.314 -0.584 -0.032
C -6.428 -2.628 0.706 -0.267
C 0.429 1.576 0.066 -0.022
C 5.356 0.526 0.022 -0.205
C 1.651 0.774 0.437 -0.221
C 3.011 1.118 0.072 -0.168
C 7.672 -0.404 0.065 -0.482
C -0.678 0.724 0.705 -0.376
C 8.035 -2.845 -0.370 -0.092
C -6.081 -1.493 -0.258 -0.217
C 5.640 1.723 -0.634 -0.004
C -4.108 0.842 -0.673 -0.443
H 0.452 2.585 0.478 0.115
H -6.184 -0.541 0.266 0.106
H 2.518 3.014 -0.818 0.109
H 9.446 -1.480 0.518 0.116
H -3.348 -0.516 -2.160 0.108
H -1.386 0.246 -1.314 0.134
H -3.460 4.813 -0.627 0.118
H -5.065 -0.097 -2.307 0.128
H -7.406 -2.419 1.146 0.104
H 8.080 -1.888 1.572 0.112
H -1.924 -0.867 -0.036 0.133
H 5.982 -1.221 0.842 0.141
H -6.811 -4.751 0.738 0.068
H 8.330 -2.621 -1.392 0.082
H -7.160 -3.981 -0.810 0.074
H 8.567 -3.735 -0.044 0.072
H 6.656 1.952 -0.908 0.099
H -3.964 -1.758 0.006 0.110
H -6.794 -1.491 -1.085 0.119
H -5.699 -2.648 1.519 0.106
H -4.359 3.334 -0.318 0.073
H -5.489 -4.287 -0.327 0.063
H 4.840 3.529 -1.432 0.107
H 3.797 -0.686 0.882 0.114
H 6.968 -3.060 -0.361 0.068
H 0.326 1.654 -1.017 0.134
H -1.828 0.722 2.517 0.135
H -0.967 2.253 2.246 0.132
H -4.592 -2.456 -1.488 0.112
H -3.628 2.031 1.595 0.162
```

The calculation puts the frontier orbital gap at 9.10 eV. Its SMILES is CCCCCC(=O)N1C[C@@]2(CC(c3cccc(NC(=O)CC)c3)=NO2)C[C@H]1C(N)=O.

=====

Q) Formula: C22H30N4O4
Source: OMol25
Level of theory: ωB97M-V/def2-TZVPD

XYZ file:
```
60
Properties=species:S:1:pos:R:3:lowdin_charge:R:1
O 1.712 -0.872 -1.438 0.027
O 1.355 1.574 4.326 -0.029
O 3.508 1.006 4.538 0.115
O 1.368 -3.161 -5.488 -0.134
N -1.814 -1.415 -1.917 0.152
N -0.073 1.556 1.058 -0.163
N 0.821 -2.382 -2.833 -0.037
N -2.191 0.455 -0.763 0.069
C 0.090 -2.690 -5.122 -0.184
C 0.710 -1.353 -1.964 -0.363
C -4.905 0.141 -0.779 -0.035
C 0.093 1.385 -0.385 -0.117
C 1.653 -0.074 1.846 -0.101
C -2.751 -0.648 -1.397 -0.221
C -0.213 -2.979 -3.646 -0.123
C 1.259 1.756 5.739 -0.208
C -4.154 -0.812 -1.412 -0.200
C -0.840 0.350 -0.906 -0.125
C 2.227 2.374 1.612 -0.109
C -0.625 -0.821 -1.623 -0.106
C -4.731 -1.997 -2.111 -0.037
C -2.948 1.384 -0.128 -0.027
C 0.718 2.648 1.592 -0.182
C 2.570 1.060 2.330 -0.206
C 2.140 -2.854 -3.205 -0.110
C -4.298 1.240 -0.131 -0.056
C 2.373 -2.572 -4.692 -0.183
C 0.180 0.346 1.823 -0.164
C 2.546 1.207 3.840 -0.468
C 1.746 3.137 6.154 -0.059
H -4.238 -2.904 -1.770 0.084
H 2.195 -3.932 -3.022 0.134
H 1.851 0.981 6.237 0.123
H 1.107 1.099 -0.684 0.108
H 1.190 3.908 5.625 0.077
H -0.419 -0.464 1.401 0.122
H -2.419 2.181 0.369 0.122
H 2.803 3.240 5.923 0.076
H 0.518 3.546 0.999 0.120
H -4.555 -1.916 -3.183 0.086
H -1.184 -2.582 -3.357 0.092
H 0.366 2.825 2.611 0.114
H 1.956 -0.359 0.836 0.098
H -0.170 0.538 2.841 0.117
H -5.800 -2.071 -1.931 0.077
H 0.200 1.623 5.972 0.124
H 2.879 -2.335 -2.593 0.122
H 3.607 0.793 2.094 0.150
H 2.593 2.302 0.586 0.116
H -0.621 -3.207 -5.768 0.126
H 1.605 3.267 7.223 0.077
H -5.981 0.053 -0.764 0.110
H -4.914 1.969 0.370 0.103
H 1.772 -0.947 2.489 0.127
H 3.318 -3.003 -5.025 0.126
H 0.025 -1.606 -5.301 0.130
H 2.391 -1.483 -4.856 0.131
H 2.742 3.208 2.092 0.123
H -0.149 2.350 -0.849 0.135
H -0.194 -4.063 -3.484 0.134
```

The calculation puts the frontier orbital gap at 8.69 eV. Its SMILES is CCOC(=O)C1CCN(Cc2c(C(=O)N3CCOCC3)nc3c(C)cccn23)CC1.

=====

R) Formula: C22H30N4O4
Source: OMol25
Level of theory: ωB97M-V/def2-TZVPD

XYZ file:
```
60
Properties=species:S:1:pos:R:3:lowdin_charge:R:1
O 4.950 3.052 -0.254 0.048
O 1.256 0.393 -1.020 0.039
O -3.234 1.692 -0.071 0.111
O -3.737 -0.347 -0.905 0.040
N 2.663 4.071 0.800 0.134
N 0.588 3.368 0.881 0.116
N 3.842 1.273 -1.147 0.098
N -0.628 1.189 -0.069 0.123
C 0.675 1.259 -0.366 -0.395
C 1.327 2.460 0.174 -0.131
C -5.703 -1.448 -1.570 -0.019
C 4.430 -2.857 -0.225 -0.083
C -5.780 0.180 0.343 -0.017
C 5.000 0.594 -1.680 -0.115
C 1.411 4.313 1.238 -0.158
C -2.616 -0.784 2.357 -0.059
C -0.620 -2.290 2.433 -0.075
C 5.671 -3.145 0.319 -0.097
C 6.480 -1.012 -0.425 -0.041
C 4.216 -1.653 -0.873 -0.037
C -5.434 1.013 -2.009 -0.015
C 6.696 -2.220 0.217 -0.088
C -1.218 -1.189 0.278 -0.110
C 3.928 2.405 -0.445 -0.433
C -2.925 0.589 -0.451 -0.460
C 2.644 2.892 0.115 -0.077
C -5.170 -0.124 -1.023 -0.558
C -1.476 0.112 -0.508 -0.184
C 5.241 -0.720 -0.977 -0.204
C -1.216 -1.032 1.802 -0.416
H -6.777 -1.386 -1.712 0.090
H -5.046 1.950 -1.619 0.081
H 3.245 -1.435 -1.293 0.104
H 1.134 5.177 1.807 0.122
H 3.627 -3.575 -0.147 0.101
H 3.510 4.608 0.921 0.163
H -5.484 -2.254 -0.874 0.088
H 2.933 0.802 -1.203 0.085
H -3.286 -1.591 2.066 0.084
H -1.056 1.965 0.423 0.130
H -5.398 1.120 0.731 0.083
H -1.966 -1.924 -0.024 0.125
H 5.858 1.259 -1.553 0.119
H -3.021 0.157 1.996 0.067
H -5.543 -0.615 1.047 0.084
H -6.503 1.115 -2.171 0.091
H 7.665 -2.437 0.642 0.101
H 4.841 0.415 -2.750 0.133
H 7.280 -0.290 -0.495 0.111
H -0.236 -1.549 -0.033 0.113
H -6.860 0.254 0.248 0.091
H -0.579 -0.181 2.063 0.135
H -1.215 -3.164 2.174 0.082
H -0.597 -2.199 3.516 0.076
H -1.252 -0.103 -1.563 0.168
H 0.397 -2.451 2.082 0.075
H -2.587 -0.740 3.443 0.082
H -4.952 0.802 -2.962 0.093
H -5.231 -1.676 -2.522 0.088
H 5.838 -4.086 0.822 0.099
```

The calculation puts the frontier orbital gap at 9.76 eV. Its SMILES is CC(C)C[C@H](NC(=O)c1nc[nH]c1C(=O)NCc1ccccc1)C(=O)OC(C)(C)C.

=====

Q: Which of them is the least stable? A: Q).

=====

P) Formula: C3H8N3
Source: OMol25
Level of theory: ωB97M-V/def2-TZVPD

XYZ file:
```
14
Properties=species:S:1:pos:R:3:lowdin_charge:R:1
N -1.699 0.510 -0.114 0.113
N 1.166 0.967 2.605 0.155
N 0.366 -0.461 -0.056 -0.029
C 0.267 -0.762 -1.418 -0.088
C 0.147 0.380 2.493 -0.081
C -0.504 0.226 0.646 -0.106
H -1.655 0.461 -1.204 0.138
H -0.700 -0.192 3.071 0.151
H 1.181 -1.275 -1.724 0.114
H -0.565 -1.365 -1.697 0.095
H 0.185 0.050 -2.124 0.102
H 1.922 1.171 3.308 0.151
H -2.452 1.121 0.259 0.120
H 1.155 -0.904 0.430 0.164
```

The calculation puts the frontier orbital gap at 11.01 eV. The charge is +1.

=====

Q) Formula: C3H8N3
Source: OMol25
Level of theory: ωB97M-V/def2-TZVPD

XYZ file:
```
14
Properties=species:S:1:pos:R:3:lowdin_charge:R:1
N 3.082 0.238 -1.542 0.253
N -0.574 -0.572 0.810 0.064
N 1.421 1.082 -0.027 0.073
C -1.542 -0.727 -0.256 -0.048
C -1.910 -0.049 1.039 -0.009
C 2.298 0.783 -0.843 -0.330
H 1.581 2.020 0.443 0.136
H -1.505 -0.105 -1.081 0.098
H 3.381 -0.144 -2.412 0.107
H -0.370 -1.431 1.290 0.171
H -2.438 -0.300 1.908 0.118
H 0.355 0.002 0.589 0.119
H -2.165 0.923 0.808 0.105
H -1.612 -1.719 -0.725 0.141
```

The calculation puts the frontier orbital gap at 11.32 eV. The charge is +1.

=====

Q: Which of them is the least stable? A: P).